[1]
Entry from the OMol25 dataset: a molecular structure, C28H30Br2N2OSTe4Tl (ωB97M-V with the def2-TZVPD basis set).

Geometry as XYZ:
```
69
Properties=species:S:1:pos:R:3:forces:R:3:lowdin_charge:R:1
Tl -0.269 0.542 -0.329 -0.148 -0.037 0.259 0.220
C -4.132 1.489 0.976 0.034 0.044 0.053 -0.068
C -3.653 2.643 1.865 -0.007 0.005 -0.087 -0.380
C -3.906 3.982 1.183 0.011 -0.035 0.058 -0.097
C -2.202 2.427 2.250 -0.079 -0.056 0.129 -0.225
C -1.889 1.448 3.190 0.040 0.045 -0.010 -0.053
C -0.579 1.209 3.577 -0.015 0.058 -0.019 -0.075
C 0.468 1.946 3.035 0.019 0.007 -0.028 -0.310
C 1.893 1.708 3.453 -0.023 0.015 0.037 -0.061
C 0.158 2.915 2.085 -0.048 -0.037 0.000 -0.077
C -1.156 3.157 1.698 0.077 0.031 -0.113 -0.073
H -5.195 1.589 0.745 -0.016 0.008 -0.003 0.076
H -3.967 0.524 1.460 -0.022 -0.040 0.012 0.069
H -3.578 1.490 0.035 0.007 0.031 -0.059 0.039
H -4.229 2.622 2.799 -0.016 -0.064 -0.013 0.130
H -3.386 4.055 0.227 -0.003 0.007 0.018 -0.034
H -3.579 4.815 1.806 0.014 0.025 0.010 0.085
H -4.970 4.100 0.977 -0.053 0.010 0.007 0.077
H -2.690 0.867 3.633 -0.044 -0.036 0.030 0.110
H -0.367 0.444 4.315 0.011 -0.024 0.021 0.098
H 2.332 2.617 3.868 0.034 0.009 0.009 0.079
H 2.499 1.388 2.607 0.037 -0.001 -0.030 0.064
H 1.952 0.926 4.213 0.005 0.005 0.015 0.068
H 0.951 3.490 1.619 0.011 0.020 0.002 0.121
H -1.339 3.909 0.936 -0.002 0.005 0.053 0.021
Br -2.364 -5.212 -4.973 -0.004 -0.006 -0.001 0.745
C -1.786 -3.905 -3.734 0.022 0.017 0.017 -0.673
C -2.714 -3.135 -3.059 0.093 -0.012 -0.016 -0.092
C -2.218 -2.195 -2.167 -0.135 -0.011 -0.015 -0.147
N -0.929 -2.011 -1.938 0.155 -0.050 0.025 0.078
C -0.044 -2.749 -2.604 0.219 0.096 -0.013 -0.191
C -0.431 -3.724 -3.521 -0.114 0.090 0.074 -0.058
C 1.406 -2.434 -2.348 -0.310 -0.100 -0.117 -0.200
C 2.424 -3.158 -2.966 0.000 0.081 0.093 -0.062
C 3.725 -2.773 -2.714 0.122 -0.006 -0.028 -0.669
Br 5.149 -3.732 -3.524 -0.053 0.051 0.039 0.734
C 3.996 -1.700 -1.885 -0.064 -0.152 -0.110 -0.084
C 2.905 -1.065 -1.313 0.064 0.163 0.119 -0.138
N 1.647 -1.417 -1.527 0.036 -0.159 -0.080 0.078
H -3.774 -3.247 -3.226 -0.028 -0.005 0.002 0.104
H -2.891 -1.543 -1.619 -0.033 -0.002 -0.003 0.101
H 0.287 -4.312 -4.068 -0.003 -0.035 -0.034 0.093
H 2.221 -3.988 -3.621 0.017 -0.038 -0.028 0.092
H 5.005 -1.371 -1.690 0.011 0.003 0.019 0.105
H 3.050 -0.237 -0.633 0.031 0.067 -0.003 0.102
Te -1.915 1.560 -2.961 0.180 0.344 -0.010 -0.133
Te -3.071 4.201 -2.753 0.217 -0.203 0.026 -0.185
Te -1.136 5.578 -1.563 -0.165 0.031 -0.077 -0.241
Te 0.684 2.204 -2.555 -0.112 -0.106 -0.239 -0.097
C 4.885 -6.015 4.976 -0.009 0.012 0.003 -0.055
C 4.025 -4.948 4.356 -0.039 -0.045 0.057 -0.278
C 2.710 -4.756 4.773 0.066 -0.031 -0.006 -0.046
C 1.915 -3.782 4.191 0.056 0.051 -0.069 -0.084
C 2.436 -2.999 3.171 -0.113 0.012 0.065 -0.390
C 3.744 -3.161 2.752 0.021 -0.023 -0.006 -0.060
C 4.530 -4.136 3.345 -0.021 0.044 -0.026 -0.036
S 1.424 -1.733 2.393 0.045 0.004 0.001 0.891
C 0.565 -2.875 1.290 0.138 0.088 -0.049 -0.234
O 2.362 -0.929 1.562 -0.046 -0.112 0.002 -0.550
H 4.433 -6.404 5.887 0.000 -0.016 0.019 0.072
H 5.873 -5.627 5.224 0.022 -0.001 0.007 0.078
H 5.023 -6.850 4.287 0.006 -0.023 -0.008 0.082
H 2.307 -5.370 5.568 0.005 -0.020 0.023 0.109
H 0.900 -3.631 4.534 -0.060 0.022 0.012 0.111
H 4.124 -2.513 1.972 0.013 0.017 -0.009 0.107
H 5.556 -4.268 3.021 0.020 0.003 -0.007 0.115
H 1.313 -3.402 0.700 0.007 -0.051 -0.010 0.064
H -0.079 -2.287 0.641 -0.056 0.071 -0.022 -0.014
H -0.019 -3.562 1.899 -0.027 -0.053 0.032 0.057
```
Forces are in eV/Å.

Computed properties:
Electronic energy in eV: -219340.624
HOMO-LUMO gap in eV: 4.4
Charge: -1

[2]
Entry from the OMol25 dataset: CH3OPS in the gas phase (ωB97M-V with the def2-TZVPD basis set).

Geometry as XYZ:
```
7
Properties=species:S:1:pos:R:3:forces:R:3:lowdin_charge:R:1
C 0.222 -0.637 0.962 1.102 -0.567 -2.222 -0.200
O -0.407 0.964 -1.278 0.493 -1.440 -0.758 -1.068
P -0.077 -0.553 -0.745 0.684 0.461 1.889 0.821
S -1.421 2.120 -0.852 -0.861 0.905 0.777 0.509
H -0.597 -0.315 1.471 -2.082 0.838 2.119 -0.062
H 1.047 -1.130 1.508 -0.649 0.124 -0.754 0.027
H 1.232 -0.448 -1.065 1.314 -0.322 -1.053 -0.028
```
Forces are in eV/Å.

Computed properties:
Electronic energy in eV: -23252.228
HOMO-LUMO gap (spin up / spin down) in eV: 5.1 / 5.2

[3]
Entry from the OMol25 dataset: a molecular structure, C10H9N (ωB97M-V with the def2-TZVPD basis set).

Geometry as XYZ:
```
20
Properties=species:S:1:pos:R:3:forces:R:3:lowdin_charge:R:1
C 3.135 0.023 0.053 5.362 -3.456 -0.818 -0.110
C 2.461 -1.185 0.240 2.267 1.212 -0.012 -0.145
C 1.159 -1.195 0.190 -5.190 3.540 -0.906 -0.050
C 0.420 0.076 -0.046 -0.605 -0.512 0.789 -0.055
C 1.147 1.277 -0.189 -0.787 -4.378 0.594 -0.028
C 2.492 1.177 -0.172 2.470 0.077 0.003 -0.141
C -1.116 0.134 0.016 3.686 -0.397 -0.332 -0.250
C -1.946 1.169 0.324 -1.432 -1.687 -0.379 -0.046
C -3.232 0.584 0.236 -5.190 2.864 -0.785 -0.139
C -3.154 -0.678 -0.184 1.674 -0.323 0.423 -0.179
H 4.490 -0.158 -0.167 -4.479 1.098 1.022 0.199
H 2.867 -2.116 0.440 1.612 -1.370 0.208 0.087
H 0.623 -2.099 0.300 -0.603 -0.737 0.244 0.086
H 0.736 2.181 -0.306 -1.945 3.051 -0.509 0.076
H 3.223 1.913 -0.340 0.005 1.855 -0.332 0.092
H -1.800 2.166 0.554 0.829 1.574 0.444 0.081
H -4.428 1.037 0.146 4.004 -0.791 0.852 0.173
H -3.915 -1.350 -0.250 -1.717 -1.849 -0.548 0.077
H -1.330 -1.968 -0.563 -2.069 3.579 0.991 0.225
N -1.832 -0.987 -0.282 2.109 -3.351 -0.948 0.047
```
Forces are in eV/Å.

Computed properties:
Electronic energy in eV: -12002.870
HOMO-LUMO gap in eV: 8.6

Relative energy (zero: lowest compared OMol25 entry of this formula, charge and spin) readings, ordered: 89.5 445.3 321.3 kJ/mol